C26H54N4O5S | the ωB97M-V functional and the def2-TZVPD basis

Each line ends with the Löwdin charge.
Atoms and positions in Å:
O (-2.06931, 7.52989, 0.07889)  0.1071
C (-1.29279, 6.64391, 0.28845)  -0.5006
O (-0.16272, 6.94116, 1.00537)  0.0844
C (-1.61413, 5.23366, -0.27389)  -0.0493
C (-0.68374, 4.94352, -1.51364)  -0.2387
O (0.65413, 4.78717, -0.98781)  -0.3654
S (1.78636, 4.47036, -2.21166)  1.0016
O (2.76552, 3.61261, -1.57716)  -0.3644
O (0.94649, 3.66052, -3.41181)  -0.2865
C (0.93411, 2.25223, -3.26051)  -0.2845
C (1.37265, 1.43181, -4.34833)  0.0371
C (1.24787, 0.03433, -4.04850)  -0.0471
C (0.72706, -0.37850, -2.79564)  -0.1538
N (0.32165, 0.35213, -1.72919)  0.0932
C (0.45389, 1.65532, -2.06556)  -0.0969
H (0.58725, 6.37485, 0.74545)  0.1095
H (-2.68702, 5.17264, -0.55184)  0.1342
H (-1.37311, 4.49934, 0.53833)  0.1359
H (-1.09263, 4.00435, -1.96413)  0.1147
H (-0.72687, 5.77803, -2.25298)  0.1394
H (1.74613, 1.85276, -5.29530)  0.1251
H (1.51952, -0.72079, -4.80776)  0.1085
H (0.63065, -1.48056, -2.64959)  0.1099
H (0.12851, 2.36635, -1.27081)  0.1127
C (0.80429, -2.05776, 0.79279)  -0.0856
C (-0.46086, -2.86301, 1.04880)  -0.2693
N (-0.82551, -3.74577, -0.04892)  -0.1954
C (-2.15760, -4.31561, 0.08865)  -0.2485
C (-2.40641, -5.26180, 1.26574)  -0.0856
C (0.20182, -4.67834, -0.48862)  -0.2489
C (0.75464, -5.66319, 0.54566)  -0.0805
H (0.71893, -1.47001, -0.12275)  0.0392
H (0.97563, -1.36664, 1.62095)  0.0762
H (1.68845, -2.69532, 0.71900)  0.0663
H (-1.27393, -2.14633, 1.20156)  0.1186
H (-0.34669, -3.41130, 1.99540)  0.0974
H (-2.42631, -4.82986, -0.83959)  0.1122
H (-2.87073, -3.48733, 0.16375)  0.1092
H (-1.96800, -6.24468, 1.09359)  0.0362
H (-3.48127, -5.41328, 1.39451)  0.0726
H (-2.02132, -4.86686, 2.20739)  0.0695
H (1.03971, -4.10117, -0.89149)  0.0968
H (-0.17093, -5.24131, -1.34978)  0.1145
H (0.94503, -5.19485, 1.51292)  0.0701
H (1.70534, -6.07279, 0.19220)  0.0747
H (0.08448, -6.50937, 0.69619)  0.0396
C (-3.91178, -9.18403, 2.09985)  -0.0897
C (-3.10399, -10.46034, 2.28904)  -0.2732
N (-1.90359, -10.52878, 1.46935)  -0.1950
C (-1.28721, -11.84889, 1.46549)  -0.2513
C (-0.71909, -12.37839, 2.78526)  -0.0897
C (-0.97556, -9.41218, 1.59321)  -0.2489
C (-0.39964, -9.11893, 2.98171)  -0.0777
H (-4.19154, -9.04381, 1.05359)  0.0806
H (-4.82983, -9.24003, 2.68888)  0.0735
H (-3.36767, -8.29909, 2.43731)  0.0566
H (-3.75621, -11.29586, 2.01613)  0.1177
H (-2.87580, -10.57865, 3.35826)  0.0988
H (-0.49720, -11.87275, 0.70833)  0.1113
H (-2.03598, -12.56509, 1.10965)  0.1084
H (0.22897, -11.90408, 3.03729)  0.0539
H (-0.52287, -13.44985, 2.69661)  0.0702
H (-1.40933, -12.24459, 3.61977)  0.0659
H (-1.47704, -8.50742, 1.23607)  0.0777
H (-0.14883, -9.55306, 0.89039)  0.1159
H (-1.15235, -9.17918, 3.76968)  0.0699
H (0.01077, -8.10488, 3.00248)  0.0655
H (0.41812, -9.79411, 3.23093)  0.0549
C (3.47683, 12.91731, -0.58949)  -0.0940
C (2.17907, 12.16283, -0.33646)  -0.2765
N (1.77086, 11.31020, -1.44074)  -0.1974
C (0.41285, 10.79706, -1.30008)  -0.2421
C (0.12259, 9.84951, -0.13349)  -0.0864
C (2.75587, 10.34121, -1.89736)  -0.2485
C (3.27706, 9.32127, -0.87970)  -0.0821
H (3.41294, 13.51930, -1.49830)  0.0785
H (3.68005, 13.59002, 0.24667)  0.0717
H (4.33273, 12.24460, -0.67550)  0.0628
H (1.39790, 12.91128, -0.17105)  0.1177
H (2.27510, 11.59934, 0.60300)  0.0984
H (0.11721, 10.30645, -2.23324)  0.1114
H (-0.26091, 11.65666, -1.21220)  0.1088
H (0.51264, 8.85197, -0.31760)  0.0369
H (-0.95498, 9.74688, -0.00310)  0.0650
H (0.52877, 10.21478, 0.81174)  0.0756
H (3.61381, 10.88832, -2.29941)  0.0992
H (2.35355, 9.80494, -2.76222)  0.1126
H (3.49376, 9.77002, 0.09110)  0.0689
H (4.20763, 8.87826, -1.24676)  0.0714
H (2.57408, 8.50126, -0.73337)  0.0471

As for the spin multiplicity: 1. The value obtained for the HOMO energy is -7.90 eV. For the HOMO-LUMO gap, the calculation gives 0.2968 hartree. The net charge is 0. For the lowest unoccupied orbital energy, the calculation gives 0.2 eV.

***

C7H13N2 | the ωB97M-V functional and the def2-TZVPD basis

Each line ends with the Löwdin charge.
Atoms and positions in Å:
C (1.48563, 0.42202, -0.75131)  -0.0712
C (2.13249, -0.41860, 0.06561)  -0.1195
C (-2.10089, 1.05175, 0.27865)  -0.0809
C (-0.02719, 0.56427, -0.87366)  -0.2138
C (-0.89395, -0.61510, -0.66871)  -0.0109
C (3.60276, -0.22715, 0.40235)  -0.0737
C (-3.06152, -1.14549, 0.18804)  -0.0129
N (-1.98259, -0.26240, -0.01319)  -0.2345
N (-0.63484, 1.51698, 0.17555)  0.1431
H (2.10985, 1.17766, -1.18223)  0.1061
H (-2.54632, 1.16695, 1.29915)  0.1271
H (1.74038, -1.29513, 0.64262)  0.1308
H (-0.17895, 0.81029, -1.93092)  0.1659
H (-0.63814, -1.59314, -1.07213)  0.1566
H (3.59129, 0.01700, 1.43071)  0.0709
H (4.17621, 0.41204, -0.26760)  0.0915
H (4.06793, -1.18467, 0.45872)  0.0695
H (-3.93808, -0.86705, -0.48525)  0.1380
H (-2.60606, -2.21030, -0.08928)  0.1499
H (-3.36695, -1.11569, 1.26303)  0.1167
H (-0.61574, 2.48114, -0.03042)  0.1514
H (-0.31534, 1.31461, 1.16027)  0.2000

As for the spin multiplicity: 1. The value obtained for the HOMO energy (alpha / beta) is -11.97 / -11.97 eV. For the HOMO-LUMO gap (alpha / beta), the calculation gives 0.3113 / 0.3114 hartree. The net charge is +1. For the lowest unoccupied orbital energy (alpha / beta), the calculation gives -3.5 / -3.5 eV. The calculation puts the energy above the lowest of the compared OMol25 structures with the same formula, charge and spin at 419.2 kJ/mol.

***

C18H32Cl2IrO2Sb2Se2 | the ωB97M-V functional and the def2-TZVPD basis

Each line ends with the Löwdin charge.
Atoms and positions in Å:
Ir (-1.39211, 0.87526, -1.38018)  0.2659
Cl (-3.05599, -1.41162, -0.07356)  0.5286
C (-4.56591, -0.83888, -0.81716)  -0.8603
Cl (-4.18484, 0.52017, -1.92536)  0.6040
H (-5.24126, -0.46386, -0.05468)  0.0506
H (-5.00014, -1.63307, -1.41499)  0.0501
C (-0.67036, -3.28681, 2.39143)  -0.2982
Sb (0.31707, -2.79976, 0.55357)  1.3124
C (1.30499, -4.67319, 0.26780)  -0.3061
C (2.01093, -1.69278, 1.36941)  -0.3212
C (1.78752, -1.27584, 2.77043)  -0.3053
C (2.08144, -2.17397, 3.79858)  -0.0556
C (1.81012, -1.88046, 5.12122)  -0.0508
C (1.23134, -0.66355, 5.45364)  -0.0522
C (0.96551, 0.25477, 4.45180)  -0.0426
C (1.24006, -0.02471, 3.11352)  -0.2712
C (1.06595, 1.09499, 2.13866)  -0.2581
Sb (-0.82132, 1.42574, 1.11589)  1.2613
C (-0.88071, 3.52496, 1.44945)  -0.3125
C (-2.32883, 0.85608, 2.49915)  -0.2766
H (0.00388, -3.81004, 3.06577)  0.0183
H (-1.51761, -3.93129, 2.16231)  0.0120
H (-1.03318, -2.39210, 2.89340)  -0.0024
H (1.72096, -5.00052, 1.21880)  0.0190
H (2.10657, -4.56636, -0.45969)  0.0120
H (0.59962, -5.41691, -0.09315)  0.0115
H (2.20000, -0.82968, 0.72888)  0.0087
H (2.88314, -2.34170, 1.29284)  0.0773
H (2.53786, -3.12413, 3.54807)  0.1226
H (2.05757, -2.59641, 5.89197)  0.1173
H (1.01801, -0.41956, 6.48454)  0.1151
H (0.56733, 1.22597, 4.71888)  0.1166
H (1.87014, 1.20731, 1.41356)  0.0718
H (1.00398, 2.02727, 2.70126)  0.0567
H (-0.86399, 3.65495, 2.53084)  0.0263
H (-1.78967, 3.96912, 1.04627)  0.0200
H (-0.01601, 4.00917, 1.00239)  0.0117
H (-2.17392, 1.47875, 3.37832)  0.0261
H (-2.24291, -0.18875, 2.78214)  -0.0024
H (-3.31363, 1.05019, 2.08270)  0.0134
O (-1.65236, 0.57360, -3.49246)  -0.3204
C (-0.96884, 1.29699, -4.53994)  -0.1645
C (0.46871, 1.63341, -4.15649)  -0.5488
C (1.20271, 1.92632, -5.48032)  -0.2087
O (2.52523, 2.26297, -5.13774)  -0.0288
C (1.19687, 0.45169, -3.49736)  -0.4080
Se (0.62417, -0.10952, -1.71389)  0.7692
C (0.62801, 2.86186, -3.23744)  -0.4630
Se (-0.82047, 3.13447, -1.94339)  0.7389
H (-2.51145, 0.26394, -3.80500)  0.0739
H (-1.52953, 2.20206, -4.78194)  0.1417
H (-0.95917, 0.62964, -5.40516)  0.1503
H (0.69152, 2.75517, -5.98641)  0.1461
H (1.16405, 1.04738, -6.13375)  0.1400
H (3.03025, 2.48466, -5.92709)  0.1196
H (2.24791, 0.70824, -3.35430)  0.0857
H (1.15928, -0.46216, -4.09772)  0.0978
H (0.63364, 3.78691, -3.81679)  0.0879
H (1.57789, 2.81360, -2.71157)  0.0777

As for the spin multiplicity: 2. The value obtained for the HOMO energy (alpha / beta) is -13.25 / -13.01 eV. Its expectation value of S² is 0.76. For the HOMO-LUMO gap (alpha / beta), the calculation gives 0.2142 / 0.1562 hartree. The net charge is +2. For the lowest unoccupied orbital energy (alpha / beta), the calculation gives -7.4 / -8.8 eV. The calculation puts the energy above the lowest of the compared OMol25 structures with the same formula, charge and spin at 150.7 kJ/mol.

***

C4H8O | the ωB97M-V functional and the def2-TZVPD basis

Each line ends with the Löwdin charge.
Atoms and positions in Å:
C (0.41116, -0.59969, 2.15372)  -0.0798
C (0.67939, 0.09067, -1.50018)  -0.1390
C (-0.74024, 0.04696, -1.79405)  -0.1961
O (-0.22742, 1.16189, -1.11313)  -0.1027
C (-0.33477, 0.35090, 1.61116)  -0.0956
H (0.00827, -1.58960, 2.33397)  0.0443
H (1.43312, -0.41319, 2.47040)  0.0479
H (1.09142, -0.55646, -0.72186)  0.0931
H (1.41131, 0.38409, -2.25139)  0.1054
H (-1.07262, 0.22246, -2.80770)  0.1040
H (-1.37422, -0.60822, -1.20019)  0.1048
H (0.05013, 1.35342, 1.47413)  0.0570
H (-1.37264, 0.17565, 1.34649)  0.0569

As for the spin multiplicity: 1. The value obtained for the HOMO energy is -9.96 eV. The SMILES is C1CO1.C=C. For the HOMO-LUMO gap, the calculation gives 0.4099 hartree. The net charge is 0. For the lowest unoccupied orbital energy, the calculation gives 1.2 eV. The calculation puts the energy above the lowest of the compared OMol25 structures with the same formula, charge and spin at 243.9 kJ/mol.

***

C7H28O7 | the ωB97M-V functional and the def2-TZVPD basis

Each line ends with the Löwdin charge.
Atoms and positions in Å:
C (0.44743, -2.47901, 1.69590)  -0.1592
O (0.28360, -1.08976, 1.56796)  -0.1640
H (0.44579, -2.65465, 2.75552)  0.0695
H (-0.42899, -2.99110, 1.24531)  0.0851
H (1.27437, -2.77563, 1.15913)  0.0500
H (0.03219, -0.89853, 0.61334)  0.0477
C (3.96305, 1.23852, -2.56039)  -0.1384
O (3.82273, 0.07120, -1.71107)  -0.1523
H (4.70458, 0.88805, -3.26597)  0.0694
H (2.94488, 1.37743, -3.09800)  0.0826
H (4.23979, 2.19100, -2.07478)  0.0797
H (3.24121, 0.26330, -0.96022)  0.0695
C (0.19406, 2.55454, -3.16067)  -0.1557
O (0.66436, 2.24159, -1.88951)  -0.1225
H (0.61171, 3.45221, -3.65194)  0.0942
H (0.26572, 1.68989, -3.83254)  0.0894
H (-0.79473, 2.80109, -2.95379)  0.0586
H (0.64909, 3.02167, -1.35366)  0.0758
C (0.57786, -1.48831, -2.19719)  -0.0907
O (-0.02882, -0.63155, -1.18582)  -0.1795
H (0.36302, -1.14358, -3.24323)  0.0895
H (1.68008, -1.25052, -2.12136)  0.0750
H (0.35397, -2.51170, -1.84635)  0.0865
H (0.11460, 0.31494, -1.32019)  0.0512
C (-1.73613, -1.19717, 4.15233)  -0.1124
O (-2.74155, -1.79518, 5.03829)  -0.1249
H (-0.91534, -1.75210, 4.44538)  0.0419
H (-1.90770, -1.27902, 3.10172)  0.0517
H (-1.58711, -0.14138, 4.49273)  0.0939
H (-3.55851, -1.33587, 4.92961)  0.0451
C (0.00836, 3.03735, 2.13101)  -0.1448
O (0.00642, 4.23648, 1.35723)  -0.1333
H (-0.65189, 2.26302, 1.75185)  0.0715
H (0.95278, 2.64352, 2.13550)  0.0467
H (-0.35633, 3.28720, 3.15565)  0.0935
H (-0.86320, 4.66360, 1.36225)  0.0795
C (-2.82418, -2.70542, -1.02161)  -0.1391
O (-2.96649, -2.05223, 0.27836)  -0.1342
H (-3.60790, -3.31623, -1.27535)  0.0373
H (-2.67743, -1.91340, -1.89616)  0.1218
H (-2.02334, -3.37198, -1.04094)  0.0371
H (-2.17203, -1.46230, 0.29167)  0.0572

As for the spin multiplicity: 1. The value obtained for the HOMO energy is -9.83 eV. The SMILES is CO.CO.CO.CO.CO.CO.CO. For the HOMO-LUMO gap, the calculation gives 0.3746 hartree. The net charge is 0. For the lowest unoccupied orbital energy, the calculation gives 0.4 eV. The calculation puts the energy above the lowest of the compared OMol25 structures with the same formula, charge and spin at 457.7 kJ/mol.

***

C4H10N2O | the ωB97M-V functional and the def2-TZVPD basis

Each line ends with the Löwdin charge.
Atoms and positions in Å:
C (-1.42665, -0.29987, -2.05871)  -0.1391
N (-0.58805, -1.19678, -1.33393)  -0.0045
C (-0.46238, -0.95868, -0.03345)  -0.2109
C (0.32828, 0.51260, 0.26465)  -0.4600
N (0.75264, 0.50452, 1.51164)  0.0108
C (1.91741, -0.30437, 1.73931)  -0.1453
O (-0.52036, 1.61093, -0.00888)  -0.0211
H (-1.02922, 0.72422, -2.01672)  0.0805
H (-2.39507, -0.19275, -1.54345)  0.0921
H (-1.55050, -0.55390, -3.10731)  0.0729
H (-1.34517, -0.86290, 0.60804)  0.1358
H (0.14995, -1.72005, 0.44487)  0.0956
H (1.10758, 0.59080, -0.50315)  0.1673
H (-0.45245, 2.09548, 0.81667)  0.0917
H (1.92897, -0.56001, 2.80401)  0.0736
H (1.98707, -1.24969, 1.19250)  0.0748
H (2.86421, 0.24245, 1.62878)  0.0857

As for the spin multiplicity: 1. The value obtained for the HOMO energy is -8.19 eV. For the HOMO-LUMO gap, the calculation gives 0.2424 hartree. The net charge is 0. For the lowest unoccupied orbital energy, the calculation gives -1.6 eV. The calculation puts the energy above the lowest of the compared OMol25 structures with the same formula, charge and spin at 563.8 kJ/mol.